9
Properties=species:S:1:pos:R:3 method="wB97M-V/def2-TZVPD" lumo_energy_ev="-2.39 / -2.40" relative_energy_kcal_mol=117.8
Br -2.22661 -0.80113 0.02767
O -0.96437 1.18779 0.71860
O 0.40825 1.77655 -0.93058
N 0.13650 1.10633 0.04545
N -0.77781 -1.62575 -0.44306
C 0.94808 0.12253 0.45104
H -0.45655 -1.31387 -1.30268
H 1.03898 -0.26998 1.41157
H 1.89353 -0.18248 0.02198